C23H23F5N3O | ωB97M-V/def2-TZVPD

```
55
Properties=species:S:1:pos:R:3:forces:R:3
C 3.439 -2.601 -1.615 1.1 -0.1 0.6
N 2.155 -2.439 -2.265 -1.2 0.5 -0.1
C 1.977 -2.779 -3.597 -0.4 0.1 -0.2
C 0.692 -2.498 -3.914 -0.5 0.0 0.2
N 0.082 -2.006 -2.755 0.3 0.0 0.2
C -1.309 -1.702 -2.627 0.0 0.3 -0.5
C -1.827 -0.647 -3.370 0.1 0.8 -0.3
F -0.983 0.105 -4.132 -0.9 -0.8 0.6
C -3.177 -0.292 -3.263 0.1 0.6 -0.5
F -3.674 0.750 -3.976 0.5 -1.1 0.7
C -3.990 -0.981 -2.367 -0.8 0.3 0.0
F -5.279 -0.613 -2.216 1.2 -0.4 -0.1
C -3.475 -2.025 -1.600 -0.1 -0.2 0.5
F -4.245 -2.627 -0.681 0.5 0.3 -0.7
C -2.141 -2.388 -1.750 0.2 -0.6 0.4
F -1.619 -3.387 -1.013 -0.5 0.7 -0.5
C 0.991 -1.927 -1.752 0.8 -1.1 -1.0
C 0.802 -1.450 -0.338 -0.3 2.2 2.3
C -0.182 -0.442 -0.046 1.9 -0.5 -1.1
C -0.417 0.160 1.291 0.0 -2.5 1.3
C -1.956 0.211 1.518 2.3 0.1 0.2
C -2.538 -0.488 2.560 -0.2 0.3 0.6
C -3.920 -0.399 2.747 0.0 -0.4 0.7
C -4.717 0.348 1.895 0.4 -0.2 -0.9
C -4.107 0.965 0.794 -0.4 0.3 -0.1
C -2.726 0.876 0.601 -1.0 1.5 -0.6
O 1.616 -1.868 0.517 -0.1 -0.4 -0.6
H 3.302 -2.467 -0.544 0.0 -0.1 -0.1
H 3.849 -3.607 -1.810 -0.4 0.4 0.0
H 4.172 -1.864 -1.984 -0.4 -0.2 0.0
H 2.762 -3.197 -4.237 -0.4 0.3 0.6
H 0.112 -2.613 -4.828 0.3 0.0 0.4
H -0.769 -0.140 -0.882 -0.6 0.4 -0.1
H 0.094 -0.470 2.032 -0.6 -0.3 -0.2
H -1.901 -1.020 3.272 -0.3 0.1 -0.2
H -4.371 -0.902 3.610 0.2 0.1 -0.4
H -5.801 0.369 2.001 0.3 0.2 0.2
H -4.723 1.565 0.109 0.3 -0.4 0.3
H -2.263 1.466 -0.216 -0.3 -0.6 0.4
C 4.673 4.076 2.779 -0.2 0.0 0.1
C 4.037 2.769 2.217 1.2 0.6 0.1
C 2.533 2.719 2.372 -0.4 0.3 -0.3
C 1.928 1.468 1.692 0.4 0.4 -0.6
N 0.404 1.533 1.668 -1.5 1.7 -1.5
H 5.782 4.071 2.658 -0.9 -0.1 0.1
H 4.277 4.973 2.247 0.2 -0.6 0.4
H 4.446 4.188 3.864 0.2 0.0 -0.7
H 4.324 2.707 1.159 -0.2 -0.1 0.1
H 4.517 1.926 2.727 -0.2 0.0 -0.1
H 2.310 2.825 3.447 -0.3 -0.4 -0.3
H 2.129 3.616 1.879 -0.1 -0.1 0.1
H 2.266 1.461 0.627 -0.3 -0.2 0.9
H 2.300 0.553 2.184 -0.7 0.2 -0.2
H 0.116 2.125 2.532 0.0 -1.6 -1.8
H 0.022 2.014 0.776 1.4 0.1 2.0
```
Forces are in eV/Å.

Its structure (SMILES) is CCCC[NH2+][C@H](/C=C(\[O-])c1n(C)cc[n+]1-c1c(F)c(F)c(F)c(F)c1F)c1ccccc1. As for the largest force on an atom: 0.0618 hartree/bohr. The HOMO-LUMO gap is 0.2762 hartree. As for the net charge: +1.